(1)
45
Properties=species:S:1:pos:R:3 method="wB97M-V/def2-TZVPD" relative_energy_kj_mol=0.0 e_lumo_ev=0.0 homo_energy_ev=-7.946 charge=0 gap_ev=7.955
Na 25.411 -15.414 -3.046
N 24.686 -18.275 -4.158
O 24.854 -18.118 -2.921
O 24.199 -19.321 -4.597
O 25.017 -17.317 -4.937
C 27.993 -12.199 -5.414
C 27.058 -13.081 -4.578
C 25.623 -12.742 -4.882
O 24.720 -13.268 -3.924
C 23.400 -12.873 -4.195
N 27.258 -14.504 -4.844
H 29.022 -12.480 -5.187
H 27.804 -11.139 -5.247
H 27.884 -12.412 -6.483
H 27.272 -12.887 -3.523
H 25.343 -13.087 -5.896
H 25.490 -11.649 -4.970
H 23.360 -11.788 -4.352
H 22.797 -13.080 -3.313
H 22.991 -13.412 -5.051
H 26.804 -14.834 -5.683
H 28.222 -14.791 -4.805
C 21.089 -15.763 0.147
C 22.066 -16.013 -0.995
C 21.344 -15.867 -2.315
O 22.270 -15.704 -3.368
C 21.644 -15.922 -4.591
N 23.146 -14.989 -0.911
H 20.527 -14.845 -0.031
H 21.684 -15.665 1.055
H 20.384 -16.582 0.294
H 22.537 -16.991 -0.911
H 20.736 -14.944 -2.250
H 20.675 -16.718 -2.492
H 20.699 -15.358 -4.637
H 21.382 -16.983 -4.702
H 22.302 -15.663 -5.407
H 23.426 -14.741 -1.852
H 22.796 -14.139 -0.479
C 28.456 -15.262 -1.170
O 27.337 -14.332 -1.199
H 28.727 -15.447 -2.207
H 29.309 -14.847 -0.633
H 28.156 -16.216 -0.729
H 27.038 -14.182 -0.296


(2)
9
Properties=species:S:1:pos:R:3 method="wB97M-V/def2-TZVPD" relative_energy_kj_mol=212.8 e_lumo_ev=-1.3 homo_energy_ev=-10.586 charge=0 gap_ev=9.327
S 1.172 -1.018 -0.264
H 2.524 -1.305 -1.459
H 1.853 0.075 -0.670
H -0.655 0.692 1.065
H 0.627 1.454 1.198
O -0.257 1.446 1.583
H -2.476 -0.702 -0.227
H -0.981 -0.556 -0.690
O -1.807 -0.086 -0.536


(3)
65
Properties=species:S:1:pos:R:3 method="wB97M-V/def2-TZVPD" relative_energy_kj_mol=66.9 e_lumo_ev=0.6 homo_energy_ev=-9.029 smiles="CCC[C@@H](C(=O)NC(C)(C)CC)N(Cc1ccco1)C(=O)CNS(=O)(=O)c1ccccc1" charge=0 gap_ev=9.650
C -2.334 -2.224 -2.414
C -0.843 -2.469 -2.214
C -0.374 -2.172 -0.789
C -0.556 -0.703 -0.429
C -1.967 -0.400 0.112
O -2.575 -1.211 0.784
N -2.373 0.844 -0.177
C -3.584 1.482 0.344
C -4.802 0.662 -0.092
C -3.655 2.880 -0.267
C -3.523 1.533 1.882
C -2.333 2.315 2.429
N 0.363 -0.243 0.617
C 0.473 -1.044 1.830
C 1.703 -1.896 1.881
C 1.933 -3.202 1.558
C 3.306 -3.441 1.816
C 3.808 -2.266 2.282
O 2.848 -1.332 2.329
C 0.842 1.009 0.499
O 0.532 1.737 -0.439
C 1.804 1.529 1.562
N 2.617 2.589 1.021
S 3.987 2.041 0.228
O 4.707 1.226 1.162
O 4.623 3.195 -0.330
C 3.400 0.988 -1.101
C 2.874 1.568 -2.237
C 2.386 0.751 -3.244
C 2.435 -0.627 -3.102
C 2.976 -1.197 -1.960
C 3.462 -0.383 -0.950
H -2.910 -2.765 -1.668
H -2.571 -1.167 -2.322
H -2.643 -2.559 -3.401
H -0.274 -1.854 -2.915
H -0.622 -3.515 -2.435
H -0.946 -2.786 -0.091
H 0.683 -2.425 -0.703
H -0.343 -0.083 -1.305
H -1.710 1.453 -0.638
H -4.739 -0.342 0.317
H -4.842 0.594 -1.176
H -5.715 1.132 0.263
H -4.497 3.426 0.149
H -2.744 3.439 -0.066
H -3.786 2.812 -1.345
H -3.471 0.504 2.242
H -4.450 1.972 2.254
H -2.263 2.176 3.506
H -2.434 3.379 2.233
H -1.405 1.967 1.980
H -0.413 -1.680 1.877
H 0.468 -0.380 2.699
H 1.217 -3.912 1.199
H 3.835 -4.360 1.677
H 4.789 -1.970 2.594
H 1.228 1.920 2.410
H 2.492 0.765 1.919
H 2.087 3.208 0.420
H 2.859 2.642 -2.320
H 1.968 1.189 -4.138
H 2.059 -1.262 -3.891
H 3.026 -2.271 -1.859
H 3.907 -0.788 -0.056


(4)
95
Properties=species:S:1:pos:R:3 method="wB97M-V/def2-TZVPD" e_lumo_ev=1.7 homo_energy_ev=-3.005 charge=-1 gap_ev=4.658
Fe 0.306 0.144 -0.477
C 4.331 1.266 -1.147
C 4.289 -0.236 -1.197
C 5.420 -0.982 -0.891
C 5.421 -2.362 -1.033
C 4.288 -2.993 -1.518
C 3.133 -2.275 -1.822
C 1.934 -2.970 -2.396
C 3.121 -0.895 -1.614
N 1.945 -0.126 -1.803
C 1.977 0.717 -2.827
O 2.759 0.790 -3.787
C 0.919 1.785 -2.695
C 0.711 2.794 -3.625
C -0.272 3.740 -3.379
C -1.026 3.658 -2.213
C -0.748 2.627 -1.337
N 0.204 1.729 -1.577
C -1.475 2.411 -0.052
O -2.442 3.063 0.272
N -0.938 1.339 0.673
C -0.953 1.268 1.957
C -1.081 2.419 2.868
C -0.651 3.797 2.452
C -1.543 2.166 4.101
C -1.869 0.826 4.566
C -1.468 -0.228 3.864
C -0.677 -0.092 2.576
C -1.077 -1.227 1.624
H 5.237 1.612 -0.645
H 4.327 1.672 -2.161
H 3.454 1.661 -0.629
H 6.313 -0.470 -0.547
H 6.306 -2.937 -0.790
H 4.291 -4.066 -1.675
H 2.197 -3.977 -2.725
H 1.131 -3.041 -1.660
H 1.531 -2.415 -3.246
H 1.329 2.795 -4.512
H -0.457 4.535 -4.091
H -1.810 4.362 -1.972
H 0.275 3.751 1.873
H -1.402 4.295 1.841
H -0.464 4.400 3.340
H -1.650 2.992 4.797
H -2.353 0.709 5.528
H -1.593 -1.237 4.239
H -1.315 -2.117 2.217
H -1.973 -0.937 1.070
H 0.797 -1.829 1.100
C -0.702 -4.012 0.347
C -0.570 -2.635 -0.223
N -0.057 -1.567 0.614
N 0.712 -0.151 3.032
C 1.691 0.232 2.250
O 1.700 0.528 1.011
C 3.026 0.304 2.965
C 3.148 -0.062 4.304
C 4.375 0.015 4.945
C 5.496 0.468 4.260
C 5.379 0.835 2.928
C 4.152 0.748 2.285
C -1.071 -2.231 -1.424
C -1.811 -3.106 -2.303
C -2.287 -2.645 -3.490
C -2.064 -1.304 -3.869
C -1.346 -0.520 -2.990
N -0.843 -0.920 -1.827
H -0.101 -4.102 1.257
H -0.335 -4.776 -0.349
H -1.730 -4.301 0.616
H 2.263 -0.402 4.824
H 4.459 -0.279 5.985
H 6.454 0.531 4.762
H 6.248 1.182 2.381
H 4.050 1.012 1.247
H -1.987 -4.128 -1.993
H -2.846 -3.310 -4.141
H -2.419 -0.898 -4.805
H -1.167 0.515 -3.258
C -6.785 0.146 -0.500
N -5.383 -0.213 -0.459
C -4.993 -1.450 0.194
C -4.399 0.591 -0.955
C -4.828 1.838 -1.693
O -3.223 0.313 -0.811
H -7.325 -0.480 0.208
H -7.227 -0.006 -1.490
H -6.943 1.184 -0.208
H -5.738 -2.219 -0.013
H -4.901 -1.325 1.278
H -4.030 -1.771 -0.199
H -5.654 1.651 -2.380
H -3.965 2.201 -2.245
H -5.133 2.606 -0.980


(5)
6
Properties=species:S:1:pos:R:3 method="wB97M-V/def2-TZVPD" relative_energy_kj_mol=584.0 e_lumo_ev="-0.8 / -0.8" homo_energy_ev="-7.083 / -7.048" charge=0 gap_ev="6.320 / 6.274"
N 1.473 1.083 0.874
O 1.758 2.135 0.481
Si -0.625 -0.665 -0.250
H -1.042 -1.442 0.859
H -1.615 0.198 -0.702
H 0.051 -1.307 -1.261


(6)
15
Properties=species:S:1:pos:R:3 method="wB97M-V/def2-TZVPD" relative_energy_kj_mol=493.2 e_lumo_ev="-0.7 / -0.6" homo_energy_ev="-8.110 / -9.959" charge=0 gap_ev="7.407 / 9.341"
C -1.617 0.948 0.083
C -0.144 1.050 1.909
C -0.286 0.698 0.552
C 0.404 0.132 -1.778
C 0.663 0.280 -0.358
N -2.710 1.056 -0.217
N 0.257 -2.130 0.247
H 0.868 0.841 2.296
H -1.004 1.492 2.396
H -0.682 -0.336 -2.134
H 0.609 0.993 -2.316
H 1.216 -0.593 -2.204
H 1.690 0.336 -0.149
H 1.207 -2.545 0.656
H -0.472 -2.223 1.016


(7)
13
Properties=species:S:1:pos:R:3 method="wB97M-V/def2-TZVPD" relative_energy_kj_mol=227.2 e_lumo_ev=0.0 homo_energy_ev=-10.513 smiles="C#CC(=O)[C@@H](C)O" charge=0 gap_ev=10.491
C 2.891 0.423 -0.009
C 1.735 0.206 -0.272
C 0.549 -0.613 -0.445
O 0.651 -1.632 -1.101
C -0.732 -0.340 0.330
C -1.318 1.051 0.124
O -1.664 -1.315 -0.032
H 3.926 0.504 0.227
H -0.448 -0.442 1.394
H -2.288 1.085 0.629
H -1.481 1.262 -0.937
H -0.676 1.825 0.556
H -1.145 -2.015 -0.467


(8)
16
Properties=species:S:1:pos:R:3 method="wB97M-V/def2-TZVPD" relative_energy_kj_mol=19.5 e_lumo_ev=0.9 homo_energy_ev=-9.447 smiles="CC(=O)C(C)C" charge=0 gap_ev=10.353
C 2.043 -0.327 -0.078
C 0.840 0.344 -0.708
O 0.944 1.139 -1.617
C -0.494 -0.162 -0.220
C -1.678 0.648 -0.729
C -0.567 -0.392 1.305
H 1.823 -1.305 0.367
H 2.835 -0.428 -0.820
H 2.379 0.335 0.726
H -0.404 -1.108 -0.794
H -1.638 0.741 -1.815
H -1.677 1.661 -0.308
H -2.620 0.169 -0.436
H -0.098 0.435 1.855
H -0.082 -1.316 1.627
H -1.608 -0.432 1.646


(9)
37
Properties=species:S:1:pos:R:3 method="wB97M-V/def2-TZVPD" e_lumo_ev=-3.6 homo_energy_ev=-6.317 charge=0 gap_ev=2.718
Br 4.749 4.916 -0.740
C 3.564 3.457 -0.629
C 2.766 3.113 -1.737
C 1.886 2.039 -1.648
C 1.776 1.275 -0.453
C 0.858 0.186 -0.379
C 0.806 -0.700 0.689
C -0.132 -1.716 0.779
C -0.263 -2.585 1.903
C -1.136 -3.705 1.839
C -1.296 -4.559 2.924
C -0.586 -4.312 4.116
Br -0.813 -5.454 5.596
C 0.288 -3.215 4.208
C 0.452 -2.364 3.116
C 2.602 1.640 0.651
C 3.480 2.719 0.565
H 2.837 3.686 -2.655
H 1.259 1.761 -2.497
H 0.179 0.020 -1.217
H 1.553 -0.613 1.481
H -0.806 -1.860 -0.068
H -1.682 -3.880 0.910
H -1.966 -5.409 2.857
H 0.832 -3.027 5.128
H 1.123 -1.510 3.202
H 2.540 1.082 1.584
H 4.094 2.988 1.419
C -4.216 2.018 -3.945
S -2.624 1.403 -3.420
N -2.482 2.338 -2.148
O -2.788 -0.017 -3.106
O -1.678 1.690 -4.499
H -4.520 1.483 -4.848
H -4.943 1.852 -3.146
H -4.132 3.088 -4.153
H -1.579 2.173 -1.680


(10)
113
Properties=species:S:1:pos:R:3 method="wB97M-V/def2-TZVPD" e_lumo_ev="-6.2 / -8.0" spin_multiplicity=3 homo_energy_ev="-11.170 / -11.169" charge=+2 gap_ev="4.952 / 3.125"
O -2.717 4.632 -0.709
V -2.582 3.627 0.568
N -2.467 1.932 -0.524
S -3.448 1.364 -1.827
O -4.534 0.449 -1.372
O -2.933 1.108 -3.163
F -4.250 2.783 -1.972
S -1.603 0.569 -0.470
O -0.532 0.619 -1.451
O -2.257 -0.701 -0.203
F -0.875 0.834 0.959
C 1.642 0.358 -7.497
C 2.574 1.451 -7.013
N 2.959 1.332 -5.603
C 4.242 0.576 -5.431
C 4.243 -0.939 -5.078
C 1.848 1.272 -4.631
C 2.391 1.312 -3.210
H 0.856 0.237 -6.752
H 2.165 -0.588 -7.636
H 1.148 0.450 -8.464
H 3.474 1.351 -7.620
H 2.202 2.470 -7.121
H 4.742 0.946 -4.536
H 5.048 0.807 -6.128
H 4.237 -1.578 -5.961
H 3.406 -1.233 -4.446
H 5.138 -1.262 -4.547
H 1.332 2.188 -4.920
H 1.119 0.468 -4.734
H 1.612 1.545 -2.484
H 2.974 0.459 -2.862
H 3.088 2.135 -3.048
C 4.230 -0.219 3.935
C 3.312 -0.965 4.837
N 1.870 -1.074 4.258
C 0.929 -1.197 5.391
C 1.107 -2.517 6.202
C 1.647 -2.070 3.219
C 0.233 -1.869 2.652
H 4.099 0.863 3.963
H 4.039 -0.761 3.009
H 5.224 -0.434 4.325
H 3.727 -1.928 5.134
H 3.374 -0.444 5.793
H 1.159 -0.453 6.153
H -0.127 -1.025 5.183
H 1.450 -2.433 7.233
H 0.377 -3.313 6.056
H 1.887 -3.152 5.783
H 1.837 -3.102 3.515
H 2.242 -1.951 2.314
H -0.396 -2.352 3.400
H -0.027 -2.427 1.752
H -0.008 -0.815 2.511
C 2.209 -6.047 -3.273
C 1.019 -5.594 -2.412
N 0.080 -4.579 -3.052
C 0.815 -3.427 -3.558
C -0.091 -2.435 -4.267
C -1.160 -4.368 -2.230
C -0.743 -3.628 -0.944
H 2.809 -5.152 -3.433
H 1.984 -6.411 -4.275
H 2.886 -6.810 -2.888
H 0.378 -6.462 -2.259
H 1.386 -5.397 -1.405
H 1.469 -2.978 -2.811
H 1.580 -3.745 -4.266
H -0.860 -2.903 -4.880
H -0.588 -1.934 -3.436
H 0.290 -1.634 -4.901
H -1.757 -5.270 -2.103
H -1.861 -3.593 -2.539
H -0.226 -4.255 -0.217
H -1.738 -3.423 -0.548
H -0.191 -2.688 -0.968
C -1.654 2.248 3.569
O -2.107 2.718 2.488
N -2.411 2.148 4.743
C -1.807 1.497 5.973
C -3.814 2.434 4.873
H -0.663 1.813 3.769
H -0.718 1.453 5.965
H -2.254 0.513 5.829
H -2.137 2.088 6.828
H -4.214 2.764 3.914
H -4.317 1.544 5.250
H -3.946 3.212 5.625
C -5.940 3.173 0.929
O -4.731 3.403 0.696
N -6.399 2.116 1.570
C -7.819 1.837 1.583
C -5.429 1.097 1.949
H -6.783 3.851 0.720
H -8.178 1.199 2.390
H -8.174 1.287 0.712
H -8.389 2.751 1.753
H -5.605 0.711 2.953
H -5.507 0.206 1.326
H -4.369 1.352 1.926
C 0.712 4.843 0.772
O -0.416 4.328 0.635
N 1.747 4.185 1.326
C 3.132 4.638 1.487
C 1.622 2.807 1.734
H 1.077 5.857 0.544
H 3.810 3.855 1.146
H 3.235 4.709 2.570
H 3.355 5.578 0.982
H 2.345 2.208 1.180
H 1.911 2.703 2.780
H 0.721 2.269 1.442